The following is a DFT calculation (ωB97M-V/def2-TZVPD) of a structure of composition C44H44CsF2N10Se at a distorted geometry.

Computed properties:
- Total charge: -1
- Relative energy (zero: lowest compared OMol25 entry of this formula, charge and spin): 33.6 kcal/mol
- Spin multiplicity: 1
- LUMO energy: 0.0741 hartree
- Orbital gap: 6.44 eV

Last column: Löwdin charge in e.
Element x y z (Å)
Cs (-1.299, 1.145, -2.428)  0.804
C (3.095, 1.450, -2.714)  -0.226
N (1.768, 2.107, -2.778)  -0.040
C (1.803, 3.330, -3.086)  -0.172
C (0.754, 4.315, -3.207)  -0.361
C (0.941, 5.640, -3.650)  -0.108
C (-0.335, 6.100, -3.985)  -0.161
C (-1.219, 5.073, -3.649)  -0.282
N (-0.588, 3.986, -3.235)  -0.084
C (3.037, 0.042, -3.255)  -0.227
C (4.150, -0.735, -2.971)  -0.053
C (4.269, -2.008, -3.593)  -0.085
C (3.240, -2.411, -4.417)  -0.113
C (2.068, -1.701, -4.550)  -0.091
C (1.987, -0.450, -4.023)  -0.046
H (3.424, 1.403, -1.675)  0.038
H (3.907, 2.007, -3.229)  0.122
H (2.779, 3.708, -3.381)  0.106
H (1.900, 6.170, -3.682)  0.087
H (-0.630, 7.128, -4.210)  0.070
H (-2.332, 5.119, -3.573)  0.097
H (4.820, -0.367, -2.174)  0.107
H (5.117, -2.633, -3.410)  0.088
H (3.289, -3.440, -4.751)  0.098
H (1.219, -2.239, -4.929)  0.104
H (1.027, 0.103, -4.078)  0.073
F (-0.337, -5.381, -3.709)  -0.007
C (-1.194, -4.362, -3.301)  -0.298
C (-0.758, -3.442, -2.387)  -0.112
C (-1.627, -2.422, -1.828)  -0.039
C (-2.941, -2.479, -2.357)  -0.221
C (-3.300, -3.444, -3.236)  -0.232
F (-4.656, -3.496, -3.586)  0.001
C (-2.481, -4.430, -3.777)  0.034
C (-4.027, -1.585, -1.757)  -0.253
C (-5.015, -2.250, -1.003)  -0.023
C (-6.067, -1.522, -0.520)  -0.078
C (-6.018, -0.126, -0.571)  -0.073
C (-4.901, 0.461, -1.167)  -0.146
N (-3.971, -0.271, -1.820)  0.026
H (0.252, -3.615, -2.081)  0.064
H (-2.902, -5.244, -4.345)  0.118
H (-4.969, -3.309, -0.940)  0.110
H (-6.956, -2.013, -0.147)  0.101
H (-6.786, 0.487, -0.108)  0.096
H (-4.851, 1.551, -1.262)  0.106
N (-0.806, 4.527, 1.137)  0.029
C (-1.342, 4.402, -0.069)  -0.136
N (-2.114, 3.327, -0.061)  0.118
C (-1.903, 2.786, 1.122)  -0.389
N (-1.094, 3.464, 1.891)  0.120
C (-2.359, 1.443, 1.547)  -0.244
C (-3.126, 1.334, 2.660)  -0.093
N (-3.562, 0.156, 3.145)  0.105
C (-3.198, -0.863, 2.371)  -0.138
C (-2.430, -0.762, 1.197)  -0.098
N (-2.020, 0.437, 0.737)  0.148
H (0.018, 5.077, 1.345)  0.160
H (-1.179, 5.080, -0.871)  0.110
H (-3.372, 2.238, 3.186)  0.112
H (-3.558, -1.889, 2.584)  0.116
H (-2.193, -1.629, 0.550)  0.088
C (0.836, 2.958, 6.086)  -0.130
C (1.950, 2.439, 5.262)  -0.274
C (1.615, 1.084, 4.634)  -0.169
C (0.555, 1.207, 3.532)  -0.228
N (0.520, 0.103, 2.681)  -0.036
C (1.109, 0.102, 1.457)  -0.638
Se (1.801, 1.548, 0.520)  0.714
N (1.066, -1.185, 0.994)  0.023
C (1.796, -1.632, -0.238)  -0.115
C (2.893, -2.644, 0.117)  -0.197
C (3.864, -2.316, 1.225)  -0.268
C (4.739, -1.138, 0.821)  -0.123
C (0.440, -1.979, 1.955)  -0.155
C (-0.040, -3.306, 1.918)  -0.003
C (-0.820, -3.815, 2.955)  -0.071
C (-1.160, -2.942, 4.033)  -0.102
C (-0.696, -1.630, 4.105)  -0.018
C (0.086, -1.155, 3.021)  -0.157
H (1.027, 3.922, 6.563)  0.076
H (0.538, 2.281, 6.883)  0.076
H (0.005, 3.031, 5.399)  0.065
H (2.865, 2.325, 5.919)  0.121
H (2.142, 3.160, 4.457)  0.113
H (1.193, 0.399, 5.329)  0.088
H (2.506, 0.553, 4.144)  0.143
H (0.798, 2.054, 2.893)  0.045
H (-0.377, 1.359, 4.011)  0.104
H (2.292, -0.735, -0.650)  0.053
H (1.093, -2.033, -0.983)  0.098
H (3.486, -2.844, -0.836)  0.130
H (2.398, -3.566, 0.438)  0.093
H (4.429, -3.258, 1.401)  0.113
H (3.431, -2.097, 2.216)  0.106
H (5.557, -1.408, -0.033)  0.118
H (5.390, -0.764, 1.584)  0.043
H (4.171, -0.244, 0.519)  0.024
H (0.154, -3.909, 1.035)  0.110
H (-1.291, -4.807, 2.950)  0.104
H (-1.827, -3.209, 4.832)  0.092
H (-0.977, -0.989, 4.920)  0.106